This record from the OMol25 dataset describes an isolated molecule of C2H3OP. The level of theory is ωB97M-V/def2-TZVPD.

Structure (XYZ):
```
7
Properties=species:S:1:pos:R:3
C 0.163 0.112 0.377
C -0.776 -0.421 -0.432
P -2.294 -1.406 0.332
O -2.049 -1.047 1.719
H 0.145 -0.200 1.459
H 1.009 0.685 -0.111
H -0.715 -0.425 -1.434
```

SMILES string: C=CP=O
Energy, eV: -13457.162
Net charge: 0
HOMO, eV: -9.413
ΔE to the lowest compared entry with this formula, charge and spin, kcal/mol: 13.8
E_LUMO, eV: -0.91

How positive or negative is each atom? The Löwdin charges in e answer that: number 1, C, carries -0.066; number 2, C, carries -0.349; number 3, P, carries 0.846; number 4, O, carries -0.537; number 5, H, carries 0.062; number 6, H, carries 0.073; number 7, H, carries -0.029

=====

This record from the OMol25 dataset describes an isolated molecule of C8H13N3O6. The level of theory is ωB97M-V/def2-TZVPD.

Structure (XYZ):
```
30
Properties=species:S:1:pos:R:3
N 1.838 3.616 -2.519
C 1.003 2.771 -1.936
O -0.172 2.948 -2.002
C 1.677 1.688 -1.138
C 0.648 0.580 -0.845
N 1.253 -0.426 0.090
C 0.543 -1.532 0.562
O 0.917 -2.727 0.568
C -0.832 -1.201 1.171
N -1.879 -2.229 0.789
C -0.672 -1.187 2.716
C -1.987 -0.925 3.498
O -1.983 -0.431 4.590
O -3.086 -1.314 2.863
C -0.010 -0.149 -1.959
O -0.928 -0.920 -1.680
O 0.459 -0.024 -3.213
H 1.420 4.490 -2.940
H 2.843 3.773 -2.112
H 2.046 2.094 -0.101
H 2.682 1.224 -1.563
H -0.173 0.985 -0.216
H 2.150 -0.804 -0.174
H -1.205 -0.195 0.871
H -1.980 -2.189 -0.230
H -1.411 -3.185 0.885
H -0.216 -2.160 2.914
H 0.019 -0.401 2.941
H -2.832 -1.679 1.974
H -0.132 -0.492 -3.807
```

SMILES string: NC(=O)C[C@H](NC(=O)[C@@H](N)CC(=O)O)C(=O)O
Energy, eV: -25263.149
Net charge: 0
HOMO, eV: -9.725
ΔE to the lowest compared entry with this formula, charge and spin, kcal/mol: 31.0
E_LUMO, eV: 0.14

Atomic partial charges in e from the Löwdin method, atoms 1 to 8: number 1, N, carries 0.131; number 2, C, carries -0.639; number 3, O, carries 0.101; number 4, C, carries -0.064; number 5, C, carries -0.227; number 6, N, carries 0.117; number 7, C, carries -0.414; number 8, O, carries 0.062

=====

This record from the OMol25 dataset describes a cluster of 2 separate species, C2O3S in total. The level of theory is ωB97M-V/def2-TZVPD.

Structure (XYZ):
```
6
Properties=species:S:1:pos:R:3
O -0.509 0.589 1.908
C -1.400 -0.146 1.806
O -2.322 -0.793 1.684
O 0.698 0.447 -0.278
C 1.375 0.001 -1.110
S 2.055 -0.399 -2.441
```

SMILES string: O=C=O.O=C=S
Energy, eV: -19052.516
Net charge: 0
HOMO, eV: -10.798
ΔE to the lowest compared entry with this formula, charge and spin, kcal/mol: 6.4
E_LUMO, eV: 0.36

How positive or negative is each atom? The Löwdin charges in e answer that: number 1, O, carries 0.181; number 2, C, carries -0.438; number 3, O, carries 0.232; number 4, O, carries 0.085; number 5, C, carries -0.857; number 6, S, carries 0.796

=====

Question: Look up the ΔE to the lowest compared entry with this formula, charge and spin of the first one.
Answer: 13.8 kcal/mol

=====

Question: Which value of ΔE to the lowest compared entry with this formula, charge and spin does entry 3 give?
Answer: 6.4 kcal/mol

=====

What did the first record say?
This record from the OMol25 dataset describes an isolated molecule of C2H3OP. The level of theory is ωB97M-V/def2-TZVPD.

Structure (XYZ):
```
7
Properties=species:S:1:pos:R:3
C 0.163 0.112 0.377
C -0.776 -0.421 -0.432
P -2.294 -1.406 0.332
O -2.049 -1.047 1.719
H 0.145 -0.200 1.459
H 1.009 0.685 -0.111
H -0.715 -0.425 -1.434
```

SMILES string: C=CP=O
Energy, eV: -13457.162
Net charge: 0
HOMO, eV: -9.413
ΔE to the lowest compared entry with this formula, charge and spin, kcal/mol: 13.8
E_LUMO, eV: -0.91

How positive or negative is each atom? The Löwdin charges in e answer that: number 1, C, carries -0.066; number 2, C, carries -0.349; number 3, P, carries 0.846; number 4, O, carries -0.537; number 5, H, carries 0.062; number 6, H, carries 0.073; number 7, H, carries -0.029